# 1
The following is a DFT calculation (ωB97M-V with the def2-TZVPD basis set) of a structure of composition C51H41AsBr2IN11O6PRb.

Output
Kohn-Sham gap = 6.526 eV
F_max = 3.47 eV Å⁻¹
relative energy (zero: lowest compared OMol25 entry of this formula, charge and spin) = 194.4 kJ/mol
LUMO = 3.312 eV

Structure (ORCA input):
```
! wB97M-V def2-TZVPD RIJCOSX def2/J DEFGRID3
* xyz -2 1
Rb -0.2313 -0.4824 0.4910
O 0.4824 -0.1793 -3.7726
C -0.5902 -0.0789 -3.1615
O -1.1627 0.9698 -2.7987
C -1.2824 -1.4134 -2.8871
C -1.9258 -2.1290 -3.8942
C -2.3917 -3.3999 -3.6021
C -2.1845 -3.9155 -2.3332
C -1.5630 -3.1114 -1.3813
N -1.1308 -1.8901 -1.6631
C -1.2540 -3.6145 0.0364
O -0.9546 -4.8224 0.1275
O -1.3110 -2.7865 0.9561
H -2.0580 -1.6950 -4.8769
H -2.8975 -3.9860 -4.3647
H -2.4920 -4.9185 -2.0694
C 5.4975 -3.1507 -0.1494
N 4.3079 -2.5213 -0.6388
C 3.5790 -2.8832 -1.7307
C 2.5284 -2.0058 -1.8035
N 2.6002 -1.1334 -0.7808
C 3.6547 -1.4591 -0.0767
P 4.3609 -0.5694 1.3368
C 3.1733 -0.9216 2.6765
N 1.8702 -1.0014 2.5820
C 1.3953 -1.0814 3.8444
C 2.4347 -1.0591 4.7317
N 3.5720 -0.9596 3.9854
C 4.9097 -0.8785 4.4889
C 3.6900 1.0675 0.9371
N 2.4650 1.3070 0.5603
C 2.3898 2.6229 0.2994
C 3.6009 3.2125 0.5398
N 4.4392 2.2133 0.9461
C 5.7753 2.3821 1.4296
H 5.8837 -3.8342 -0.9038
H 5.2840 -3.7079 0.7654
H 6.2517 -2.3900 0.0678
H 3.8592 -3.7163 -2.3432
H 1.7515 -1.9246 -2.5395
H 0.3442 -1.1065 4.0539
H 2.4523 -1.0977 5.8020
H 4.9894 -1.4400 5.4211
H 5.1968 0.1610 4.6777
H 5.5952 -1.3016 3.7529
H 1.4719 3.0455 -0.0479
H 3.9459 4.2239 0.4613
H 6.3025 3.1297 0.8312
H 6.3048 1.4289 1.3702
H 5.7675 2.7088 2.4764
O -2.6245 1.1748 2.5999
N -2.9889 2.0757 3.4095
C -2.3473 2.2616 4.5661
C -1.2711 1.5209 5.0821
N -0.4222 0.8789 5.5297
C -2.7752 3.2800 5.4238
N -3.0659 4.1004 6.1847
O -0.8691 1.7616 -0.0136
As -2.2611 1.9330 -0.7773
C -2.1180 3.3199 -2.1432
C -3.0568 3.6735 -3.1002
C -2.7735 4.6884 -4.0032
C -1.5744 5.3819 -3.9366
C -0.6451 5.0525 -2.9618
C -0.9234 4.0259 -2.0802
C -3.4454 2.9830 0.3815
C -2.8058 3.9573 1.1344
C -3.5141 4.7789 1.9900
C -4.8911 4.6406 2.0792
C -5.5425 3.6819 1.3200
C -4.8222 2.8543 0.4725
C -3.4228 0.4336 -1.1612
C -3.7289 -0.3756 -0.0743
C -4.5246 -1.4960 -0.2451
C -5.0430 -1.7932 -1.4959
C -4.7660 -0.9661 -2.5727
C -3.9558 0.1460 -2.4075
H -4.0062 3.1508 -3.1542
H -3.4905 4.9365 -4.7781
H -1.3613 6.1718 -4.6473
H 0.2994 5.5807 -2.9006
H -0.2050 3.7106 -1.3304
H -1.7212 4.0068 1.0621
H -2.9970 5.5077 2.6027
H -5.4552 5.2745 2.7523
H -6.6193 3.5672 1.4002
H -5.3297 2.0868 -0.1057
H -3.3349 -0.1117 0.9040
H -4.7241 -2.1501 0.5937
H -5.6643 -2.6706 -1.6342
H -5.1567 -1.2082 -3.5549
H -3.7025 0.7689 -3.2571
Br 0.8856 -7.6819 1.6136
C -0.0691 -6.3543 2.5553
C -1.1556 -6.7475 3.3150
C -1.8477 -5.7983 4.0475
C -1.4497 -4.4718 4.0151
C -0.3766 -4.0842 3.2349
C 0.3075 -5.0257 2.4870
I 1.9295 -4.4265 1.3288
H -1.4672 -7.7845 3.3137
H -2.7045 -6.0959 4.6365
H -1.9839 -3.7258 4.5864
H -0.0930 -3.0478 3.1778
Br 3.4885 0.2644 -7.1247
C 3.1705 0.8272 -5.3228
C 4.0798 0.4891 -4.3314
C 3.8115 0.9762 -3.0625
N 2.7491 1.6983 -2.7551
C 1.8632 1.9380 -3.7003
C 2.0562 1.5746 -5.0343
H 4.9497 -0.1216 -4.5319
H 4.5009 0.7880 -2.2481
H 0.9759 2.4734 -3.3968
H 1.3293 1.8341 -5.7870
*
```

=====

# 2
The following is a DFT calculation (ωB97M-V with the def2-TZVPD basis set) of a cluster of 2 separate species, C2H10N2P in total.

Output
Kohn-Sham gap = 10.578 eV
F_max = 6.38 eV Å⁻¹
relative energy (zero: lowest compared OMol25 entry of this formula, charge and spin) = 243.5 kJ/mol
LUMO = -4.886 eV

Structure (ORCA input):
```
! wB97M-V def2-TZVPD RIJCOSX def2/J DEFGRID3
* xyz 1 1
C -0.1845 0.6302 1.6033
C 0.7139 0.8471 -1.3056
N -1.4499 -0.7490 -0.8898
N 0.7132 -1.5872 0.2932
P -0.0161 -0.1646 -0.0923
H -0.7294 1.5160 1.3875
H 0.8196 0.7009 2.0024
H -0.7334 -0.2154 1.9993
H -0.0491 1.4302 -1.8028
H 1.2151 0.4235 -2.1077
H 1.4513 1.4162 -0.6930
H -1.9941 0.7691 -0.8398
H -2.1266 -1.0334 -0.1964
H 1.4091 -1.6760 1.0508
H 0.9610 -2.3074 -0.4091
*
```